[1]
C3HCuO2 as an isolated structure. Source: the OMol25 dataset; level of theory: ωB97M-V with the def2-TZVPD basis set.

Structure (XYZ):
```
7
Properties=species:S:1:pos:R:3:forces:R:3:lowdin_spin:R:1
O -0.39743 -1.31056 -0.58451 0.2 -0.4 -0.1 0.226
O 0.53251 -0.67914 1.29509 0.2 0.2 -0.3 0.222
C 0.13155 -0.41977 0.12860 -0.6 0.8 -0.9 0.046
Cu 0.10056 -2.56675 0.87733 -0.1 -0.5 0.2 1.490
C -0.13061 2.15115 -0.01986 -0.2 0.8 -1.5 0.004
C 0.16330 0.97756 -0.34892 -0.1 -0.1 0.8 0.011
H -0.39988 1.84751 -1.34774 0.5 -0.7 1.8 0.002
```
Positions in Å, forces in eV/Å.

2S+1   3
HOMO level (alpha / beta)   -7.60 / -11.53 eV
⟨S²⟩   2.00

[2]
A 2-piece molecular cluster, C3H6N2O overall. Source: the OMol25 dataset; level of theory: ωB97M-V with the def2-TZVPD basis set.

Structure (XYZ):
```
12
Properties=species:S:1:pos:R:3:forces:R:3:mulliken_charge:R:1
N -1.46953 0.38817 -0.98636 0.3 0.6 -0.2 -0.637
C -1.22423 1.54948 -1.29327 -0.2 -0.3 0.1 0.578
N -0.93896 2.66809 -1.70875 -0.2 -0.4 0.1 -0.550
H -1.31117 0.16039 -0.00483 0.0 0.1 0.0 0.347
H -1.72098 3.31446 -1.70334 0.1 0.1 0.0 0.260
C 1.09005 -1.41611 0.23570 0.0 0.0 0.0 -0.938
C 0.70756 -0.77485 1.54989 -0.1 0.1 0.0 0.243
O -0.13422 0.07391 1.74937 0.3 -0.5 -0.4 -0.514
H 0.48235 -1.16673 -0.63886 0.0 0.2 0.4 0.332
H 1.08602 -2.50308 0.36480 0.0 0.1 0.1 0.290
H 2.13113 -1.14216 0.02794 -0.1 0.0 0.1 0.269
H 1.30199 -1.15157 2.40770 0.0 0.1 0.0 0.319
```
Positions in Å, forces in eV/Å.

SMILES   N=C=N.CC=O
2S+1   1
HOMO level   -10.17 eV

[3]
C3H5O4Rb as an isolated structure. Source: the OMol25 dataset; level of theory: ωB97M-V with the def2-TZVPD basis set.

Structure (XYZ):
```
13
Properties=species:S:1:pos:R:3:forces:R:3:mulliken_charge:R:1
C -0.07133 -0.94919 -2.48639 -0.2 0.0 0.2 -0.700
O 0.11038 -0.11083 -1.37669 0.6 0.4 -0.7 -0.189
C -0.46631 -0.58139 -0.12404 0.8 0.2 1.1 -0.327
O 0.14681 0.06206 0.87844 -0.3 0.5 -0.2 -0.786
Rb 1.69617 2.33263 0.04253 -0.7 -0.9 0.2 0.963
H 0.51873 -0.54923 -3.31911 -0.2 -0.1 0.1 0.190
H 0.27315 -1.97618 -2.27754 -0.1 0.2 0.0 0.278
H -1.13608 -0.97653 -2.77256 0.2 -0.2 -0.1 0.256
H -0.27769 -1.67900 -0.07319 -0.2 0.0 -0.3 0.127
H -1.56294 -0.40469 -0.21146 0.1 0.0 0.0 0.184
O 0.52850 2.49626 3.21769 -1.2 -1.0 -0.6 -0.404
C 0.16014 1.55242 3.81791 2.3 1.3 1.3 0.727
O 0.08049 0.78368 4.68439 -1.1 -0.4 -1.0 -0.319
```
Positions in Å, forces in eV/Å.

2S+1   1
HOMO level   -6.75 eV

[4]
C35H60N5PPtSi as an isolated structure. Source: the OMol25 dataset; level of theory: ωB97M-V with the def2-TZVPD basis set.

Structure (XYZ):
```
103
Properties=species:S:1:pos:R:3:forces:R:3:lowdin_spin:R:1
Pt -0.46231 0.29392 -0.13438 0.1 -0.1 0.2 1.163
C 0.27377 -1.50849 2.66341 0.1 0.0 -0.1 0.003
N 0.29227 -0.08023 2.35859 0.1 0.0 0.1 0.071
C -0.60266 0.61076 3.28582 0.0 -0.2 0.0 0.003
C 1.63894 0.47931 2.50346 -0.1 0.1 -0.1 0.007
C 2.66857 -0.07952 1.54086 -0.1 0.0 -0.1 0.002
N 2.44635 0.28403 0.14227 0.2 0.0 0.0 0.037
C 3.12629 -0.67700 -0.72308 -0.2 0.1 0.1 0.002
C 2.97068 1.62295 -0.12398 -0.1 -0.2 0.0 0.004
H 0.69425 -1.70422 3.66327 0.0 0.0 0.0 0.003
H 0.83193 -2.07748 1.92001 0.0 0.0 0.0 0.000
H -0.75076 -1.86007 2.62597 -0.1 0.0 0.0 0.000
H -0.26540 0.48730 4.32733 0.0 0.0 0.0 0.001
H -1.60435 0.19572 3.19511 0.0 0.0 0.0 0.000
H -0.64743 1.66879 3.05416 0.0 0.2 -0.1 0.001
H 2.00422 0.28728 3.52400 0.0 0.1 0.1 0.002
H 1.56484 1.56334 2.38102 0.0 0.0 0.0 0.002
H 2.67185 -1.16684 1.61736 0.0 0.0 0.0 0.000
H 3.66378 0.26234 1.86440 0.1 0.0 0.1 0.001
H 4.19908 -0.74050 -0.48694 0.1 0.0 0.0 0.001
H 3.02452 -0.37291 -1.76363 0.0 0.0 0.0 0.000
H 2.68225 -1.66793 -0.60311 0.0 0.1 0.0 0.000
H 4.06872 1.64280 -0.03136 0.0 0.0 0.0 0.000
H 2.54585 2.34704 0.56809 0.0 0.0 0.0 0.001
H 2.69645 1.93200 -1.13330 0.0 0.0 0.0 0.001
N 0.30870 -0.54748 -6.54030 0.1 0.0 0.1 0.003
C 0.30167 -0.36655 -5.18398 0.0 0.0 0.0 0.003
C 0.26784 -1.45443 -4.30241 0.0 0.0 -0.1 0.003
C 0.27805 -1.21873 -2.94725 0.2 0.0 0.1 0.011
N 0.32732 0.00314 -2.40374 -0.2 -0.1 0.0 0.092
C 0.38602 1.03901 -3.24853 0.1 0.0 0.1 0.013
C 0.37294 0.91065 -4.61919 0.0 0.1 -0.1 0.001
H 0.06595 -1.44664 -6.91205 0.0 0.0 0.0 0.000
H 0.14414 0.24271 -7.13600 0.0 0.0 0.0 0.000
H 0.21892 -2.47073 -4.67792 0.0 0.1 0.0 0.000
H 0.24636 -2.04993 -2.24812 -0.1 0.1 0.0 0.001
H 0.45329 2.02463 -2.79944 -0.1 -0.1 0.0 0.002
H 0.40184 1.79670 -5.24676 0.0 -0.1 0.1 0.000
C -3.77132 -2.46711 2.68294 0.0 -0.1 0.0 0.000
C -3.62349 -3.06647 1.27331 0.0 0.1 -0.1 0.012
C -4.89839 -3.86218 0.96532 0.0 -0.1 0.1 0.002
C -2.39854 -4.00720 1.29636 0.0 0.0 0.0 0.005
P -3.25387 -1.64987 0.06562 -0.2 -0.2 -0.1 0.055
N -1.75574 -1.25270 0.25532 0.0 0.4 -0.1 0.227
C -4.52085 -0.26547 0.36923 0.3 0.0 -0.1 0.012
C -5.96757 -0.72670 0.55547 -0.1 0.0 0.1 0.002
C -4.08043 0.55795 1.58774 -0.1 0.0 0.0 0.001
C -4.43953 0.69103 -0.83561 -0.1 -0.1 0.2 0.001
C -3.62243 -2.30907 -1.68926 0.2 0.1 0.0 0.000
C -2.86975 -3.64328 -1.83342 0.0 0.0 -0.1 0.001
C -2.95661 -1.32727 -2.67533 -0.2 -0.1 -0.1 0.002
C -5.08631 -2.50492 -2.09022 0.0 -0.1 -0.1 0.000
H -3.72254 -3.27744 3.41833 0.0 0.0 -0.1 0.000
H -4.73210 -1.96559 2.81635 0.1 0.0 0.0 0.000
H -2.97144 -1.75953 2.90599 0.0 0.0 0.0 0.000
H -5.06644 -4.58075 1.77652 0.0 0.0 -0.1 0.001
H -4.82701 -4.43104 0.03899 0.0 0.0 0.1 0.000
H -5.77932 -3.22066 0.90598 0.1 -0.2 0.0 0.000
H -2.32262 -4.49009 2.27729 -0.1 0.0 -0.1 0.000
H -1.47843 -3.44502 1.11936 -0.1 0.0 0.0 0.002
H -2.47122 -4.79911 0.54954 0.0 0.1 0.1 0.000
H -6.11518 -1.24311 1.50671 0.0 0.1 -0.1 0.000
H -6.31338 -1.37774 -0.24851 0.0 0.1 0.2 0.000
H -6.61169 0.16009 0.56487 0.0 0.0 0.0 0.001
H -4.20724 0.03522 2.53368 0.0 0.0 -0.1 0.000
H -4.68462 1.47100 1.63508 0.0 -0.1 0.0 0.000
H -3.03982 0.85542 1.47987 0.1 0.0 0.0 0.004
H -4.93592 0.28966 -1.72075 0.1 0.1 0.1 0.000
H -3.40179 0.92406 -1.07560 -0.1 0.0 0.1 0.002
H -4.93801 1.63267 -0.58073 0.0 -0.1 0.0 0.000
H -1.84252 -3.55359 -1.46808 -0.1 0.0 0.0 0.001
H -2.83038 -3.91309 -2.89520 0.0 0.0 0.1 0.000
H -3.36041 -4.46396 -1.31186 0.1 0.0 0.0 0.000
H -2.04281 -0.92660 -2.24490 0.0 0.0 0.0 0.002
H -3.60671 -0.49111 -2.93560 0.1 -0.1 0.0 0.000
H -2.70070 -1.85096 -3.60372 0.0 0.0 0.1 0.000
H -5.62837 -3.16758 -1.41251 0.0 0.1 -0.1 0.000
H -5.11148 -2.96133 -3.08769 0.0 0.0 0.0 0.000
H -5.62542 -1.55883 -2.15438 0.0 -0.1 0.0 0.000
C -2.38370 5.16279 3.29383 0.0 0.0 0.0 0.008
C -1.01759 4.93256 3.17964 -0.1 0.0 0.0 -0.001
C -0.52869 4.17395 2.12148 0.0 0.0 0.0 0.008
C -1.37817 3.62715 1.15418 -0.1 0.0 0.0 0.019
C -2.74727 3.88981 1.28179 0.0 0.0 0.0 0.008
C -3.24811 4.64321 2.33740 0.0 0.0 0.0 -0.001
Si -0.68740 2.62272 -0.31245 0.0 0.3 0.0 0.132
C -1.71853 3.33072 -1.76335 -0.1 -0.2 0.0 0.020
C -2.39374 2.54479 -2.70166 0.1 0.1 0.0 0.003
C -3.16590 3.11401 -3.71175 0.0 0.0 0.0 0.000
C -3.28129 4.49438 -3.80166 0.0 0.0 0.1 0.000
C -2.60883 5.29950 -2.88527 0.0 0.0 0.0 0.001
C -1.84056 4.72172 -1.88304 0.0 -0.1 -0.1 0.004
H -2.76940 5.75234 4.11751 0.0 0.0 0.0 0.001
H -0.33576 5.35422 3.90907 0.0 0.0 0.0 0.000
H 0.54607 4.02184 2.03450 -0.1 0.0 0.0 0.000
H -3.43323 3.51327 0.52673 0.0 0.0 0.1 0.000
H -4.31373 4.83713 2.40859 0.1 0.0 0.0 0.000
H 0.59366 3.38748 -0.52674 0.1 -0.1 0.0 0.027
H -2.32123 1.46062 -2.64286 0.1 0.2 -0.1 0.002
H -3.69103 2.47834 -4.41830 0.0 0.0 0.0 0.000
H -3.90136 4.94016 -4.57132 0.1 0.0 0.0 0.000
H -2.69347 6.37944 -2.94822 0.0 -0.1 0.0 0.000
H -1.31816 5.36438 -1.17880 -0.1 0.0 0.0 0.001
```
Positions in Å, forces in eV/Å.

2S+1   3
HOMO level (alpha / beta)   -6.12 / -6.92 eV
⟨S²⟩   2.01

[5]
C4H4Cl4OS in the gas phase. Source: the OMol25 dataset; level of theory: ωB97M-V with the def2-TZVPD basis set.

Structure (XYZ):
```
14
Properties=species:S:1:pos:R:3:forces:R:3:mulliken_charge:R:1
C 0.90651 0.64475 -0.30709 0.0 0.4 0.1 -0.237
C -0.51382 0.97881 0.11190 -1.3 -1.9 -0.8 -0.370
C 1.20164 -0.77856 0.13942 -0.4 -0.4 -0.2 -0.160
C -1.36644 -0.32977 -0.42038 1.5 1.7 1.1 -0.251
O -0.69849 -1.63767 1.78052 -0.4 0.0 1.6 -0.555
S -0.42039 -1.73543 0.36365 0.5 0.4 -1.4 0.431
Cl 2.06645 1.79088 0.42570 0.0 -0.1 -0.1 -0.160
Cl -1.11182 2.46640 -0.61081 0.0 0.0 0.0 -0.132
Cl 2.20518 -1.64518 -1.02921 0.1 0.0 -0.1 -0.157
Cl -3.02324 -0.32520 0.13017 0.1 -0.1 -0.1 -0.116
H 1.01233 0.74332 -1.39085 -0.1 0.0 0.2 0.419
H -0.62688 1.03282 1.19609 0.0 0.0 -0.1 0.436
H 1.68740 -0.81231 1.11575 -0.2 -0.1 -0.1 0.424
H -1.31844 -0.39287 -1.50486 0.0 0.0 0.0 0.426
```
Positions in Å, forces in eV/Å.

2S+1   1
HOMO level   -9.97 eV

[6]
C26H27BF4LuN4S4 as an isolated structure. Source: the OMol25 dataset; level of theory: ωB97M-V with the def2-TZVPD basis set.

Structure (XYZ):
```
67
Properties=species:S:1:pos:R:3:forces:R:3:mulliken_charge:R:1
Lu -0.06550 0.23126 0.77361 -0.3 -0.2 -0.4 1.823
C -3.44505 -0.23885 -0.97771 -0.1 -0.1 0.0 -1.383
N -2.26750 0.63677 -1.17724 0.1 -0.1 0.0 1.419
C -1.78533 0.45840 -2.53918 0.1 -0.1 -0.1 -0.933
C -1.26205 -0.95228 -2.76808 -0.2 0.1 0.1 -1.696
N 0.04479 -1.20009 -2.14967 0.2 -0.1 -0.1 1.883
C 1.07909 -0.67369 -3.03495 -0.1 0.0 -0.1 -1.623
C 0.20594 -2.61087 -1.89592 0.0 -0.1 0.1 -1.125
C 0.87145 -3.43337 -2.79872 0.1 -0.1 -0.1 -0.110
C 0.99920 -4.79961 -2.58517 0.0 0.0 0.0 -1.035
C 0.45352 -5.36069 -1.44085 0.0 0.0 -0.1 -0.532
C -0.20384 -4.55216 -0.52991 0.0 0.1 0.0 -0.696
C -0.34949 -3.17174 -0.72564 0.0 0.0 0.0 0.991
S -1.23237 -2.26220 0.47500 -0.1 0.4 0.1 -0.417
C -2.70267 1.97037 -0.86839 -0.1 0.2 0.2 -0.360
C -2.97919 2.92632 -1.83479 0.0 0.0 -0.1 -0.400
C -3.55848 4.14134 -1.48918 0.0 0.0 0.0 -0.909
C -3.89717 4.38564 -0.16943 0.0 0.1 0.0 -0.571
C -3.59222 3.45063 0.80586 0.1 -0.1 0.0 -0.803
C -2.95172 2.25228 0.48926 0.0 0.0 -0.1 0.818
S -2.47445 1.14784 1.76484 0.3 -0.1 0.0 -0.409
H -4.18888 -0.03862 -1.76332 0.1 0.1 0.0 0.370
H -3.88419 -0.04139 -0.00745 0.0 0.0 0.1 0.360
H -3.16054 -1.28418 -0.99253 0.0 0.0 0.1 0.269
H -1.00112 1.19352 -2.73774 0.0 0.0 0.0 0.388
H -2.59816 0.62071 -3.26368 0.0 0.1 0.0 0.524
H -1.18893 -1.11874 -3.85343 0.0 -0.1 0.0 0.267
H -1.97417 -1.67392 -2.37541 0.1 0.0 -0.1 0.676
H 0.98195 -1.06395 -4.06026 0.0 0.0 0.0 0.412
H 2.05913 -0.91954 -2.64584 0.1 0.0 0.0 0.370
H 1.00390 0.40915 -3.08564 0.0 0.0 0.0 0.182
H 1.30844 -3.01988 -3.69799 0.0 0.0 0.0 0.295
H 1.52554 -5.40986 -3.30924 0.0 0.0 0.0 0.369
H 0.53977 -6.42643 -1.26262 0.0 0.0 0.0 0.357
H -0.62510 -4.97326 0.37426 0.0 0.0 0.0 0.469
H -2.76782 2.73239 -2.87889 0.0 0.0 0.0 0.357
H -3.76104 4.87674 -2.25775 0.0 0.0 0.0 0.383
H -4.36395 5.32324 0.10921 0.0 0.0 0.0 0.366
H -3.80143 3.64460 1.85072 0.0 0.0 0.0 0.408
S 2.82913 1.06550 -0.93126 0.1 -0.2 -0.2 -0.334
C 1.84301 2.39053 -0.72909 0.0 0.3 -0.1 0.041
N 0.80552 2.45369 0.09447 -0.3 -0.2 0.0 0.238
C 0.35691 3.76306 0.25498 0.0 0.3 0.0 -0.474
C -0.51579 4.21375 1.24070 0.0 -0.1 0.0 -0.221
C -0.81783 5.56292 1.30883 0.0 0.0 0.0 -0.844
C -0.26808 6.47567 0.41378 0.0 0.1 0.0 -0.572
C 0.63455 6.05130 -0.54853 0.0 0.0 0.0 -0.467
C 0.95286 4.70394 -0.60131 0.0 -0.1 -0.1 0.526
S 2.16173 3.91364 -1.57715 -0.1 -0.1 0.2 -0.346
H -0.92833 3.50911 1.94993 0.0 0.0 0.0 0.490
H -1.49723 5.91093 2.07735 0.0 0.0 0.0 0.403
H -0.52421 7.52584 0.48597 0.0 0.0 0.0 0.363
H 1.10003 6.75152 -1.23091 0.0 0.0 0.0 0.379
F 0.26826 -0.64439 2.93701 -0.2 0.2 -0.2 -0.408
B 1.03173 0.54274 3.26845 0.4 0.2 0.3 0.220
F 2.04237 0.57837 2.27959 0.0 0.0 0.1 -0.332
F 0.18214 1.61358 2.95388 0.1 0.0 0.1 -0.170
F 1.48782 0.53191 4.54552 0.0 -0.1 0.0 -0.302
C 4.06069 -3.59583 -0.73712 0.0 0.1 0.1 -0.766
C 3.76121 -3.01444 0.65050 0.2 -0.2 -0.1 -0.663
C 2.61933 -2.12170 0.60532 -0.2 0.0 0.0 0.154
N 1.73065 -1.40991 0.52749 -0.1 0.0 0.2 0.040
H 4.87161 -4.31967 -0.66412 0.0 0.0 0.0 0.401
H 4.35674 -2.80126 -1.42176 0.0 0.0 0.0 0.278
H 3.17949 -4.08786 -1.14614 0.0 0.0 0.0 0.025
H 4.61380 -2.44283 1.02178 0.0 0.0 0.1 0.283
H 3.54918 -3.80981 1.36599 0.0 0.0 0.0 0.306
```
Positions in Å, forces in eV/Å.

Total charge   -1
2S+1   1
HOMO level   -4.62 eV

> 2S+1 of number 4 (C35H60N5PPtSi)?

3